1.
Here is 6 unconnected molecules or ions with the total composition C29H61F3O16 in a non-equilibrium geometry from the Open Molecules 2025 dataset. Energies are from ωB97M-V with the def2-TZVPD basis set.

CARTESIAN COORDINATES (ANGSTROEM)
C  2.31600  0.72372  5.20108
O  1.98620  1.94397  4.53911
C  0.71105  1.96935  3.96279
C  0.66047  1.25764  2.59900
O  0.98080  2.26554  1.63988
O  1.66611  0.26587  2.39435
C  1.18854  -0.65904  1.51514
O  1.89775  -1.35450  0.88009
O  -0.16072  -0.65598  1.50325
C  -0.63480  0.52529  2.14570
O  -1.21897  1.30825  1.10531
C  -1.83081  0.35703  3.06885
C  -1.80867  -0.91992  3.96098
C  -1.80292  -0.59623  5.40310
F  -0.59199  -0.28875  5.96210
C  -2.91172  -0.48339  6.18493
F  -3.69505  -1.51293  6.46419
F  -3.36467  0.63135  6.73315
H  2.21805  0.81700  6.28180
H  1.71583  -0.09286  4.80983
H  3.35582  0.49931  4.96892
H  -0.06389  1.63354  4.65598
H  0.48875  3.01046  3.74402
H  1.94516  2.22896  1.58048
H  -0.69530  1.13192  0.31427
H  -1.99599  1.25998  3.65146
H  -2.69125  0.27535  2.41123
H  -0.95398  -1.53033  3.65904
H  -2.70786  -1.49460  3.74156
C  -6.61317  -0.40699  3.39103
O  -5.41353  -0.98889  2.90510
C  -5.51311  -2.39349  2.71554
C  -5.77697  -2.75766  1.26981
O  -7.03212  -2.27972  0.81971
C  -6.94800  -1.06761  0.08957
H  -6.55938  0.66482  3.20645
H  -7.49183  -0.80856  2.88380
H  -6.70873  -0.57534  4.46904
H  -6.28692  -2.81361  3.36472
H  -4.55281  -2.82907  3.01148
H  -5.79972  -3.84828  1.18647
H  -4.97115  -2.38802  0.62749
H  -6.62583  -1.26429  -0.93830
H  -6.25802  -0.35936  0.55284
H  -7.94262  -0.62538  0.06726
C  -3.31659  4.11850  -2.58254
O  -1.92622  3.94222  -2.77933
C  -1.20220  5.16399  -2.81450
C  -0.55025  5.47613  -1.48488
O  -1.50182  5.69641  -0.45687
C  -1.71984  4.55317  0.35412
H  -3.72912  3.16355  -2.25908
H  -3.52723  4.86923  -1.81802
H  -3.80087  4.41255  -3.52058
H  -1.85020  5.98760  -3.12791
H  -0.41863  5.05069  -3.56888
H  0.02559  6.40109  -1.59016
H  0.14332  4.67766  -1.20104
H  -0.90895  4.44635  1.08158
H  -1.78935  3.63912  -0.23621
H  -2.65844  4.69584  0.88877
C  4.23177  -2.71530  -0.73337
O  5.32044  -3.44337  -1.28285
C  5.05850  -4.82940  -1.42088
C  4.65321  -5.19194  -2.83399
O  3.42303  -4.59631  -3.21160
C  3.57936  -3.41408  -3.97470
H  4.39473  -1.66159  -0.95389
H  3.27629  -3.01927  -1.16319
H  4.19451  -2.84451  0.35182
H  4.29691  -5.15268  -0.70503
H  5.98766  -5.35621  -1.18095
H  4.50983  -6.27636  -2.88718
H  5.44429  -4.92121  -3.54094
H  3.80926  -3.66094  -5.01738
H  4.36730  -2.77293  -3.57474
H  2.63562  -2.87179  -3.94194
C  -1.94815  8.90151  -4.55811
O  -1.12394  7.95057  -5.21070
C  -1.03829  8.14969  -6.61254
C  0.22224  8.88813  -7.00940
O  0.25517  10.20834  -6.49394
C  1.02192  10.33366  -5.30931
H  -1.70947  8.87346  -3.49556
H  -1.77586  9.91286  -4.93102
H  -3.00489  8.64345  -4.68849
H  -1.92311  8.67841  -6.98034
H  -1.02039  7.15884  -7.07661
H  0.24748  8.96960  -8.10023
H  1.10896  8.32970  -6.69306
H  2.08989  10.37348  -5.54930
H  0.83983  9.50924  -4.61687
H  0.73564  11.26685  -4.82687
C  5.20316  -10.19048  2.72391
O  4.32305  -10.57389  1.68223
C  3.24746  -9.67023  1.49004
C  3.50320  -8.70887  0.34900
O  4.60269  -7.84966  0.60728
C  5.80155  -8.29021  -0.00695
H  6.13210  -10.74313  2.59204
H  5.42297  -9.12128  2.69819
H  4.77542  -10.44777  3.69902
H  3.03855  -9.11941  2.41258
H  2.36470  -10.26949  1.24742
H  2.62148  -8.07209  0.22799
H  3.65410  -9.25502  -0.58739
H  5.79739  -8.02279  -1.06989
H  5.93969  -9.36864  0.09078
H  6.63548  -7.78555  0.47884

Cartesian forces (eV/Å) of the 6 atoms listed first:
C 0.284 0.039 -0.365
O 0.082 -0.018 -0.040
C -0.184 -0.316 0.486
C 0.789 0.659 -0.530
O -0.081 -0.493 -0.137
O -0.436 -0.175 0.540

Computed properties:
2S+1: 1
E_HOMO (eV): -8.80
SMILES string: COC[C@@]1(O)OC(=O)O[C@@]1(O)CCC(F)=C(F)F.COCCOC.COCCOC.COCCOC.COCCOC.COCCOC
F_max (eV Å⁻¹): 2.956
HOMO-LUMO gap (Eh): 0.316

---

2.
Here is a molecular structure, C29H61InN3O5 in a non-equilibrium geometry from the Open Molecules 2025 dataset. Energies are from ωB97M-V with the def2-TZVPD basis set.

CARTESIAN COORDINATES (ANGSTROEM)
In  -3.20292  2.72545  -0.24731
O  -1.06098  1.00374  0.91127
C  -0.53077  1.59333  2.09292
C  -0.53310  3.24406  2.42327
O  -1.53292  4.07363  1.94177
H  0.50053  1.24057  2.10106
H  -0.89166  1.06991  2.97830
H  0.46897  3.57540  2.15092
H  -0.64408  3.28494  3.50684
C  -2.69597  0.54302  -5.02114
C  -2.59553  0.44257  -3.54680
C  -1.96720  -0.76539  -2.97813
C  -0.40729  -0.87685  -3.24662
C  0.14189  0.32875  -2.49703
C  -0.35476  1.71641  -3.03835
N  -1.91579  1.64264  -3.00101
O  -2.50784  2.79885  -3.28239
C  0.20519  2.88892  -2.20551
C  0.20942  2.00357  -4.49540
C  -4.08566  0.44974  -3.09719
H  -2.85383  1.56732  -5.35878
H  -3.53561  -0.03249  -5.41086
H  -1.77802  0.17910  -5.48268
H  -2.25573  -0.79095  -1.92732
H  -2.33967  -1.70555  -3.38492
H  -0.11770  -0.93792  -4.29566
H  -0.10960  -1.75536  -2.67414
H  1.22862  0.30591  -2.57832
H  -0.16747  0.28249  -1.45287
H  1.25674  3.07706  -2.42218
H  -0.31684  3.81093  -2.46142
H  0.07799  2.61746  -1.15755
H  1.27728  1.79264  -4.43818
H  -0.32479  1.44876  -5.26671
H  -0.10813  3.00460  -4.78736
H  -4.34257  -0.59035  -3.29794
H  -4.67954  1.18926  -3.63431
H  -4.02377  0.57331  -2.01598
H  -2.02299  2.93223  -4.10015
C  -1.69249  -2.56950  0.97805
C  -3.20369  -2.95583  1.02080
C  -3.49227  -3.99501  2.03761
C  -3.67275  -3.55256  3.48927
C  -4.81573  -2.64451  3.51945
C  -4.41622  -1.34756  2.72203
N  -4.04113  -1.70217  1.31378
O  -3.78074  -0.62199  0.57991
C  -5.77635  -0.41080  2.77914
C  -3.40416  -0.48088  3.40498
C  -3.52318  -3.44737  -0.40196
H  -0.96334  -3.28251  0.59327
H  -1.40407  -2.23410  1.97425
H  -1.43700  -1.74850  0.30812
H  -4.26882  -4.64924  1.64131
H  -2.55935  -4.53481  2.19999
H  -2.81985  -3.08453  3.98080
H  -4.11960  -4.40810  3.99571
H  -4.83769  -2.44154  4.59017
H  -5.75469  -3.10421  3.21101
H  -6.44948  -0.76406  1.99798
H  -6.33158  -0.52826  3.70973
H  -5.57241  0.65726  2.70321
H  -3.65678  0.15435  4.25395
H  -2.55454  -1.16157  3.45893
H  -3.16363  0.41404  2.83108
H  -2.92969  -4.34148  -0.59286
H  -3.31342  -2.75152  -1.21430
H  -4.54128  -3.79004  -0.58676
H  -2.82354  -0.58513  0.64317
C  7.30640  1.42445  1.81572
C  6.52540  0.16751  1.22667
C  5.61817  -0.38431  2.35511
C  4.26299  -0.86641  1.98536
C  3.47668  0.29726  1.27174
C  4.34374  1.07580  0.17279
N  5.73099  0.58026  0.05071
O  6.46341  1.05873  -1.02474
C  3.65245  0.88876  -1.13678
C  4.29093  2.48945  0.41977
C  7.47081  -0.97224  0.68398
H  8.03056  1.26176  2.61398
H  6.74211  2.23654  2.27417
H  7.82671  1.94148  1.00946
H  6.20613  -1.23195  2.70714
H  5.60344  0.40851  3.10298
H  3.71804  -1.30972  2.81878
H  4.22902  -1.71936  1.30755
H  3.30252  1.07461  2.01571
H  2.53982  -0.14038  0.92698
H  3.75935  -0.15691  -1.42528
H  2.58994  1.12401  -1.07512
H  3.89939  1.50962  -1.99797
H  4.96854  3.10307  -0.17387
H  3.24025  2.77499  0.36837
H  4.44562  2.70251  1.47749
H  7.02743  -1.96731  0.72082
H  8.43917  -1.07200  1.17432
H  7.83577  -0.82180  -0.33203
H  6.30977  0.48346  -1.77778

Cartesian forces (eV/Å) of the 6 atoms listed first:
In 1.128 -0.390 0.235
O -0.822 1.763 0.951
C -0.821 -1.724 -1.464
C -0.553 0.257 -0.648
O 0.821 -1.796 -0.216
H 0.793 1.024 0.082

Computed properties:
2S+1: 2
E_HOMO (alpha / beta) (eV): -12.62 / -12.46
Net charge: +2
⟨S²⟩: 1.768
F_max (eV Å⁻¹): 6.281
HOMO-LUMO gap (alpha / beta) (Eh): 0.167 / 0.172

---

no.,E_tot (eV)
1,-71964.69252
2,-50916.50816